[1]
86
Properties=species:S:1:pos:R:3:forces:R:3:lowdin_charge:R:1 method="wB97M-V/def2-TZVPD" homo_ev=-10.696 homo_lumo_gap_ev=6.76 charge=+1 e_tot_ev=-76394.0268
S -2.613416 -3.311472 -1.916090 0.12 -0.36 -0.20 0.6838
S -8.704992 0.970016 -0.212033 0.35 1.03 0.32 1.0318
O -3.285217 -2.121940 1.787804 -0.47 0.66 0.31 0.1013
O -2.736463 -0.924015 -0.054049 -1.10 -0.65 -0.45 -0.0207
O -6.171750 2.644867 -0.427775 -0.65 0.59 0.47 0.1601
O -4.865380 1.164659 -1.488908 -0.96 -0.88 0.89 -0.0109
N 2.598277 1.634179 1.208047 0.09 -0.02 0.03 0.1065
N 7.216628 3.406787 7.255339 -0.14 -0.10 0.10 0.1435
N 4.624725 -1.034535 -1.654708 -0.11 0.06 -0.02 0.1286
N -10.689341 -2.177421 0.901220 -0.45 0.63 1.50 0.1073
N -1.892295 -4.326920 -5.504018 0.06 0.08 0.04 0.1250
N -9.554156 -0.525457 0.110168 1.74 1.07 -1.30 -0.3515
N 3.217368 5.368839 -2.210001 -0.01 0.45 0.25 0.1406
N 2.688065 -2.418406 -6.883014 0.17 0.14 0.01 0.1411
N -10.152411 -2.493271 -0.263277 1.56 0.86 -2.30 0.0553
N 0.259211 -4.206655 0.170374 0.03 0.04 0.16 0.1568
N 6.827220 -0.249931 3.472730 0.33 -0.01 0.43 0.1376
N 1.094914 0.724851 -3.201399 0.08 0.08 -0.05 0.1389
C 3.548891 -1.438558 -1.664475 -0.09 0.01 -0.01 -0.2805
C 7.872864 1.807242 4.688227 0.19 0.23 -0.04 -0.0795
C 0.512570 -3.660991 2.707546 0.05 0.09 0.42 -0.0512
C 1.920776 1.513126 -3.063739 0.10 -0.04 0.05 -0.2715
C 5.585756 1.471163 7.882039 -0.24 -0.30 0.09 -0.0609
C 6.498275 2.554389 7.531447 -0.09 0.06 0.20 -0.2811
C -3.009719 -2.075263 0.621445 0.62 -1.45 -0.36 -0.5235
C -5.995655 1.532866 -0.789641 0.81 -0.62 -0.31 -0.5283
C 0.370812 -3.966790 1.288503 0.09 0.00 0.07 -0.2438
C 2.122605 6.280782 -0.026831 -0.19 0.13 0.36 -0.0608
C 2.734441 5.770685 -1.248382 0.01 0.10 0.06 -0.2401
C -2.760052 0.869772 1.651675 -1.10 -1.03 0.14 -0.0069
C 2.967357 2.512859 -2.885486 0.16 0.02 0.06 -0.0780
C 7.287800 0.656176 4.008264 0.21 -0.07 0.09 -0.2518
C 2.184152 -1.950533 -1.678835 -0.38 -0.24 0.12 -0.0802
C -3.509986 0.192594 0.414490 0.44 1.89 1.32 -0.2843
C 0.008464 -2.556351 -5.280816 0.06 0.38 0.03 -0.0876
C 3.749241 -0.369892 -5.670988 0.22 0.38 0.23 -0.0627
C -6.973605 0.360204 -0.509129 -0.42 -0.70 -0.73 -0.3061
C 5.129501 1.182239 1.657618 0.03 0.07 -0.25 -0.0942
C -1.051537 -3.548882 -5.415798 0.02 0.05 0.10 -0.2857
C 3.713248 1.435138 1.405642 0.11 0.07 -0.11 -0.2824
C 3.155710 -1.512895 -6.353659 0.12 0.04 0.01 -0.2546
C -10.321979 -0.931414 1.196572 0.67 -1.70 -2.32 -0.0446
C -2.925054 -3.456173 -0.119290 0.77 0.51 0.07 -0.4502
C -9.432225 -1.487686 -0.832936 -1.95 -0.84 2.75 -0.0343
C -3.668005 1.303162 -0.677942 1.13 -0.39 -0.29 -0.0777
H 2.834820 6.858285 0.563331 0.09 -0.06 -0.17 0.0857
H -0.386108 -1.597506 -4.938747 -0.15 -0.12 0.05 0.0780
H 2.080282 -2.843471 -1.061096 0.21 0.04 -0.02 0.0503
H -3.864748 -4.003678 0.134144 0.66 0.54 -0.39 0.0879
H -6.690952 -0.231002 0.389361 0.19 0.40 -0.75 0.0998
H -10.535677 -0.315502 2.081035 0.05 -0.55 -0.62 0.1590
H 1.276266 6.931900 -0.247939 0.08 -0.05 -0.18 0.0845
H 8.299439 1.530226 5.651122 -0.07 -0.13 -0.09 0.0738
H 3.011038 0.412698 -5.491050 -0.13 -0.17 -0.09 0.0628
H 0.613879 -2.587980 2.874724 -0.02 -0.02 -0.20 0.0864
H 1.870963 -2.216124 -2.688250 0.16 0.12 -0.01 0.0569
H 6.068527 0.738053 8.529121 0.13 0.14 -0.04 0.0871
H -3.655391 2.333590 -0.266561 -0.14 -0.81 0.03 0.1279
H -1.484057 -4.069474 -2.123551 -0.74 0.35 0.66 -0.1313
H 8.671713 2.257485 4.097376 -0.06 -0.17 -0.11 0.0910
H 5.585467 1.991294 2.228594 -0.23 0.05 0.00 0.0712
H 4.707965 1.845801 8.409413 0.11 0.15 -0.04 0.0848
H 5.234263 0.943236 6.994043 0.12 0.13 -0.06 0.0806
H 7.131257 2.582607 4.874157 -0.05 -0.14 -0.08 0.0600
H 4.558011 0.071782 -6.254461 -0.06 -0.18 -0.12 0.0866
H 1.393449 -4.143759 3.132024 -0.01 -0.05 -0.20 0.0878
H 1.756645 5.468859 0.603229 0.09 -0.10 -0.16 0.0828
H -10.225916 -3.388063 -0.746978 -0.55 -0.04 0.83 0.1924
H 0.517820 -2.379646 -6.225559 -0.14 -0.22 -0.01 0.0383
H -2.785582 1.977491 1.616966 0.29 -0.74 -0.08 0.0783
H -4.498476 -0.201463 0.757948 0.72 0.40 -0.31 0.1314
H -0.354010 -4.000924 3.275978 -0.04 -0.04 -0.19 0.0875
H 1.477825 -1.209253 -1.304645 0.17 0.10 -0.06 0.0678
H -2.092667 -4.023620 0.358680 -0.67 0.52 -0.39 0.0476
H -6.993888 -0.256511 -1.441800 0.24 0.27 0.92 0.0920
H -1.739022 0.437999 1.715324 -0.62 0.60 -0.02 0.0962
H -3.338821 0.546109 2.553495 0.78 0.32 -0.54 0.0860
H 2.561979 3.462800 -2.540062 -0.11 -0.36 -0.16 0.0176
H 3.498495 2.707287 -3.818163 -0.15 -0.07 -0.04 0.0856
H 3.706868 2.189081 -2.151446 -0.15 -0.18 0.00 0.0790
H 5.690686 1.083610 0.726964 -0.22 -0.01 -0.07 0.0860
H 0.762086 -2.874256 -4.560441 -0.10 -0.17 -0.07 0.0606
H -2.783095 1.217970 -1.353252 -0.86 0.04 0.25 0.1584
H -8.898311 -1.468534 -1.796907 -0.49 0.02 0.79 0.1709
H 5.276528 0.266423 2.220477 -0.26 0.02 -0.11 0.0280
H 4.164849 -0.654929 -4.702502 -0.07 -0.16 -0.06 0.0703

[2]
21
Properties=species:S:1:pos:R:3:forces:R:3:lowdin_charge:R:1 method="wB97M-V/def2-TZVPD" de_lowest_kcal_mol=229.95 homo_ev=-8.702 homo_lumo_gap_ev=8.38 e_tot_ev=-14551.4899
O -25.785607 5.536374 4.040823 -0.16 0.75 1.95 -0.0667
O -23.522041 2.948543 1.024762 2.14 -2.94 1.97 0.1225
O -25.730490 4.682302 1.805552 4.39 1.82 4.31 -0.1077
O -24.579803 4.520195 0.065943 1.30 1.87 -7.58 0.0491
O -27.397363 3.561562 2.023939 -6.06 -3.94 0.70 -0.0695
O -26.328100 5.971864 0.086113 2.14 0.22 -5.92 -0.0568
O -27.726418 6.568291 1.382236 -3.71 1.65 2.93 -0.0548
H -23.998439 3.319992 1.767250 -0.28 -0.59 1.33 0.1022
H -27.323326 3.489454 2.975551 -0.18 -0.10 0.14 0.0290
H -24.951490 5.074108 3.958462 -0.08 0.04 -0.15 0.0174
H -27.428369 6.716912 0.484837 -1.22 1.25 1.55 -0.0186
H -26.507506 3.753119 1.727821 -0.34 -1.07 0.43 -0.1579
H -22.603956 2.967501 1.294957 0.56 -0.35 0.15 0.1233
H -26.242979 5.354287 3.219914 0.17 -0.07 0.02 -0.0224
H -26.890195 5.982490 -0.688590 -0.18 -0.26 -0.74 0.1188
H -26.343726 5.228272 1.313536 -0.76 0.75 0.16 0.0045
H -25.040788 3.981690 -0.577286 0.13 -0.62 -0.56 0.1394
H -25.559789 5.467690 -0.181726 0.85 0.89 -0.53 -0.0036
H -23.897438 3.946439 0.414383 2.13 -0.53 -1.00 -0.0932
H -25.100932 4.379124 1.151341 -0.73 0.93 0.57 -0.1166
H -27.346138 7.289350 1.883919 -0.12 0.31 0.28 0.0618

[3]
21
Properties=species:S:1:pos:R:3:forces:R:3:lowdin_charge:R:1 method="wB97M-V/def2-TZVPD" smiles=OC[C@@H]1CCCN1.O de_lowest_kcal_mol=47.06 homo_ev=-9.036 homo_lumo_gap_ev=9.75 e_tot_ev=-10979.8383
O 3.229073 1.004059 -0.198271 -0.14 -0.26 0.27 -0.0687
O -1.019184 0.700680 -2.788233 0.23 0.12 -0.29 -0.0759
N 0.652974 -0.629395 -0.373944 0.39 1.04 1.47 -0.0184
C -0.253492 -0.072364 1.762112 0.90 0.07 -0.31 -0.1753
C 0.892921 -0.823658 1.073924 -1.21 0.03 0.05 -0.2134
C -0.762703 -0.300515 -0.541562 -0.20 -0.66 -1.53 -0.3291
C -1.071936 0.949066 -1.377256 0.87 -0.86 -0.93 -0.1981
C -1.432373 -0.353248 0.831493 0.85 1.41 0.42 -0.1296
H 1.105668 -1.340580 -0.916955 -0.57 -0.25 -0.42 0.1130
H -1.271636 -1.021321 -1.185618 0.06 -0.69 0.09 0.1333
H -2.052250 0.530648 0.920281 -0.90 -0.35 0.02 0.1053
H -0.018698 0.993468 1.737928 -0.13 0.15 -0.08 0.1101
H -0.333727 -0.321668 2.818968 -0.28 -0.30 -0.09 0.1116
H 2.848452 0.120348 -0.287551 0.24 0.09 -0.37 -0.0003
H -1.948553 -1.285968 1.037451 -0.06 0.04 -0.02 0.1177
H 0.677777 -1.859197 1.309200 0.78 -0.57 0.35 0.1103
H -1.114114 -0.224682 -3.016821 -0.14 -0.23 0.24 0.0672
H -2.079976 1.176652 -1.143340 -1.02 0.85 0.36 0.0976
H -0.374447 1.771647 -1.326967 0.02 0.36 0.97 0.1226
H 1.845525 -0.445541 1.435588 0.25 -0.44 -0.13 0.0994
H 2.480700 1.431570 0.229575 0.06 0.43 -0.07 0.0205